## w
19
Properties=species:S:1:pos:R:3 method="wB97M-V/def2-TZVPD" charge=+1 orbital_gap_ev=9.9 spin_multiplicity=1 homo_energy_ev=-12.72
C 1.740 1.193 0.878
C 2.784 1.837 0.043
C -3.512 -2.245 -1.629
C -2.759 -1.445 -0.906
N 1.828 1.183 2.191
N 0.732 0.602 0.287
O -1.376 -1.427 -0.933
O -0.255 0.006 1.048
H 2.398 2.130 -0.929
H 3.183 2.716 0.543
H 3.609 1.141 -0.114
H -4.582 -2.206 -1.561
H -3.095 -2.966 -2.314
H -0.765 -0.600 0.447
H -3.142 -0.710 -0.214
H 2.588 1.627 2.681
H 1.100 0.726 2.727
H 0.609 0.574 -0.716
H -1.084 -2.135 -1.528



## x
19
Properties=species:S:1:pos:R:3 method="wB97M-V/def2-TZVPD" charge=+1 orbital_gap_ev=9.7 spin_multiplicity=1 homo_energy_ev=-14.23
C 2.225 -0.904 -1.567
C 1.830 -0.819 -0.081
C -0.043 -1.752 1.348
N 0.767 -1.802 0.339
H 2.343 -1.947 -1.918
H 1.532 -0.372 -2.235
H 3.230 -0.443 -1.688
H 2.721 -1.035 0.553
H 1.414 0.196 0.182
H -0.880 -2.443 1.337
H 0.064 -0.943 2.089
H 0.588 -2.591 -0.289
N -1.972 2.324 -0.346
C -1.184 1.251 -0.029
O -1.109 0.990 1.312
O -0.652 0.520 -0.877
H -2.036 2.461 -1.330
H -1.650 3.166 0.112
H -1.771 1.563 1.731



Most stable structure, least stable structure: x, w.



## w
9
Properties=species:S:1:pos:R:3 method="wB97M-V/def2-TZVPD" charge=0 smiles="C1N=PCS1" orbital_gap_ev=8.3 spin_multiplicity=1 homo_energy_ev=-8.58
C -0.653 1.043 0.423
N 0.143 0.431 1.382
P 0.905 -0.875 1.223
C 0.592 -1.107 -0.655
S -0.635 0.143 -1.170
H -1.726 1.196 0.495
H -0.343 2.116 0.309
H 1.445 -0.886 -1.150
H 0.272 -2.059 -0.856



## x
9
Properties=species:S:1:pos:R:3 method="wB97M-V/def2-TZVPD" charge=0 orbital_gap_ev=7.0 spin_multiplicity=1 homo_energy_ev=-8.44
C -0.952 0.372 -0.389
C -0.433 -0.622 0.609
N 0.682 -1.174 0.689
P 2.025 -0.391 -0.756
S 3.032 0.908 0.288
H -1.411 1.180 0.176
H -1.691 0.072 -0.983
H -0.158 0.712 -0.995
H -1.093 -1.056 1.361



## y
9
Properties=species:S:1:pos:R:3 method="wB97M-V/def2-TZVPD" charge=0 smiles="S=PN1CC1" orbital_gap_ev="6.7 / 6.7" spin_multiplicity=1 homo_energy_ev="-8.06 / -8.06"
S -4.139 -0.765 0.019
P -2.664 1.274 -0.075
N -1.204 0.647 0.238
C -0.360 -0.554 0.019
C 0.218 0.798 -0.004
H -0.684 -1.056 -0.814
H -0.294 -1.232 0.807
H 0.757 1.136 0.832
H 0.635 1.296 -0.929



Most stable structure, least stable structure: w, y.



## w
7
Properties=species:S:1:pos:R:3 method="wB97M-V/def2-TZVPD" charge=0 smiles="C=S.OF" orbital_gap_ev=8.6 spin_multiplicity=1 homo_energy_ev=-9.66
C 1.082 -1.016 -0.783
S 1.184 0.273 0.186
H 1.937 -1.536 -1.387
H 0.188 -1.326 -1.172
O -1.546 1.402 1.531
F -2.296 0.776 0.520
H -0.549 1.427 1.105



## x
7
Properties=species:S:1:pos:R:3 method="wB97M-V/def2-TZVPD" charge=0 smiles=OCSF orbital_gap_ev=8.7 spin_multiplicity=1 homo_energy_ev=-10.23
O 0.362 0.861 -0.032
C -0.626 -0.048 0.272
S -2.272 0.394 -0.334
F -2.082 -0.303 -2.188
H 0.503 0.894 -0.987
H -0.409 -1.066 -0.074
H -0.754 -0.046 1.358



Most stable structure, least stable structure: x, w.



## w
15
Properties=species:S:1:pos:R:3 method="wB97M-V/def2-TZVPD" charge=0 smiles="C#CC(=O)N1C[C@@H]1C" orbital_gap_ev=10.4 spin_multiplicity=1 homo_energy_ev=-9.85
C 3.059 1.248 -0.070
C 2.346 0.233 -0.040
C 1.381 -0.845 -0.055
O 1.721 -2.017 0.099
N 0.154 -0.510 -0.420
C -0.969 -1.407 -0.198
C -0.837 0.002 0.465
C -1.729 1.124 -0.089
H 3.778 2.064 -0.093
H -0.748 -2.224 0.487
H -1.659 -1.791 -1.020
H -0.620 -0.156 1.453
H -1.164 2.060 -0.027
H -2.064 1.074 -1.093
H -2.648 1.146 0.602



## x
15
Properties=species:S:1:pos:R:3 method="wB97M-V/def2-TZVPD" charge=0 orbital_gap_ev=9.3 spin_multiplicity=1 homo_energy_ev=-8.84
C -1.554 -0.622 0.663
C -0.375 -1.224 0.572
C 0.947 0.909 0.717
C -1.143 0.738 0.032
C 0.513 -0.298 -0.114
C 0.997 -0.606 -1.434
N -0.289 1.477 0.965
O 2.079 1.313 0.906
H -2.407 -1.154 1.269
H 0.035 -2.050 1.133
H -1.557 1.333 -0.826
H 0.253 -1.096 -2.012
H 1.881 -1.328 -1.514
H 1.318 0.422 -1.912
H -0.698 2.187 1.555



Most stable structure, least stable structure: w, x.